A | DFT (ωB97M-V with the def2-TZVPD basis set) results for the molecule C3H6N4.

Structure (XYZ):
```
13
Properties=species:S:1:pos:R:3
C -0.516 0.754 1.185
C 0.033 1.034 -1.095
C -0.274 1.581 0.242
N -0.349 -0.661 1.053
N 0.465 -0.429 -1.118
N 0.134 -1.009 -0.058
N 0.358 -2.370 0.018
H -0.910 0.961 2.198
H -0.926 1.288 -1.585
H 0.721 1.506 -1.785
H -0.337 2.593 0.275
H 0.466 -2.511 1.125
H 1.135 -2.737 -0.455
```

As for the lowest unoccupied orbital energy: 0.9 eV. The value obtained for the gap between HOMO and LUMO is 8.9 eV. As for the charge: 0. The calculation puts the HOMO energy at -7.99 eV.



B | DFT (ωB97M-V with the def2-TZVPD basis set) results for the molecule C3H6N4.

Structure (XYZ):
```
13
Properties=species:S:1:pos:R:3
H -1.342 1.706 1.692
N -1.879 1.098 1.017
C -1.031 1.432 0.035
N -0.918 0.846 -1.146
C -0.568 -0.369 -1.337
N 0.008 -1.281 -0.444
C 1.101 -0.916 0.370
N 1.501 0.223 0.900
H 2.250 0.045 1.561
H -0.103 1.990 0.129
H -0.640 -0.692 -2.428
H 0.025 -2.168 -0.769
H 1.596 -1.913 0.421
```

As for the lowest unoccupied orbital energy: 0.5 eV. The value obtained for the gap between HOMO and LUMO is 9.8 eV. Its SMILES is [H]/N=C/N=C\N/C=N/[H]. As for the charge: 0. The calculation puts the HOMO energy at -9.30 eV.



C | DFT (ωB97M-V with the def2-TZVPD basis set) results for a cluster of 2 separate species, C3H6N4 in total.

Structure (XYZ):
```
13
Properties=species:S:1:pos:R:3
C -1.434 1.462 -0.524
C -0.845 0.193 -0.046
C -1.004 -1.079 0.602
N 2.581 -1.805 -0.912
N 2.541 -0.756 -0.503
N 2.771 0.233 0.135
N 0.021 1.097 -0.211
H -1.730 1.688 -1.644
H -1.943 2.099 0.143
H -1.476 -0.860 1.538
H -0.070 -1.315 0.907
H -1.466 -1.874 0.134
H 2.055 0.917 0.382
```

As for the lowest unoccupied orbital energy: 0.8 eV. The value obtained for the gap between HOMO and LUMO is 10.5 eV. As for the charge: 0. The calculation puts the HOMO energy at -9.64 eV.



It is A that is the least stable of them.



A | DFT (ωB97M-V with the def2-TZVPD basis set) results for the molecule C5H6O2S.

Structure (XYZ):
```
14
Properties=species:S:1:pos:R:3
O -2.648 -0.776 -0.174
C -1.505 -0.390 -0.119
C -1.070 1.078 -0.123
C 0.439 1.054 0.023
O 1.194 1.979 -0.146
C 0.870 -0.374 0.409
S 2.505 -0.825 -0.223
C -0.263 -1.275 -0.076
H -1.540 1.608 0.685
H -1.359 1.619 -1.071
H 0.874 -0.392 1.531
H 2.994 0.430 -0.183
H -0.060 -1.611 -1.090
H -0.431 -2.125 0.558
```

As for the lowest unoccupied orbital energy: 0.3 eV. The value obtained for the gap between HOMO and LUMO is 9.8 eV. Its SMILES is O=C1CC(=O)[C@H](S)C1. As for the charge: 0. The calculation puts the HOMO energy at -9.46 eV.



B | DFT (ωB97M-V with the def2-TZVPD basis set) results for the molecule C5H6O2S.

Structure (XYZ):
```
14
Properties=species:S:1:pos:R:3
S 3.474 0.072 -0.142
C 1.822 0.140 -0.286
C 0.880 -0.935 0.222
O -0.066 -1.080 -0.775
C -1.318 -0.676 -0.219
C -1.414 0.851 0.010
C -0.255 1.479 -0.162
O 1.069 1.201 -0.604
H 0.450 -0.578 1.263
H 1.197 -2.018 0.236
H -1.372 -1.389 0.683
H -2.160 -0.922 -0.948
H -2.256 1.388 0.489
H -0.051 2.466 0.232
```

As for the lowest unoccupied orbital energy: 0.1 eV. The value obtained for the gap between HOMO and LUMO is 8.9 eV. Its SMILES is S=C1COCC=CO1. As for the charge: 0. The calculation puts the HOMO energy at -8.84 eV.



It is B that is the least stable of them.



A | DFT (ωB97M-V with the def2-TZVPD basis set) results for a structure of composition C5H6O2S.

Structure (XYZ):
```
14
Properties=species:S:1:pos:R:3
C -0.669 -0.578 0.561
C 0.814 -0.972 0.120
C 0.406 0.483 0.244
C 0.175 1.453 -0.837
C 0.216 2.368 -1.622
H -1.314 0.677 -1.528
H -1.155 -0.260 1.593
H 0.849 -1.562 -0.776
H 1.536 -2.202 1.555
H 1.570 0.401 1.694
H 0.017 3.198 -2.385
O 1.853 -1.349 1.060
O 0.797 0.969 1.441
S -1.772 -0.858 -0.684
```

As for the lowest unoccupied orbital energy: 0.3 eV. The value obtained for the gap between HOMO and LUMO is 8.9 eV. As for the charge: 0. The calculation puts the HOMO energy at -8.59 eV.



B | DFT (ωB97M-V with the def2-TZVPD basis set) results for the molecule C5H6O2S.

Structure (XYZ):
```
14
Properties=species:S:1:pos:R:3
O 2.996 0.828 -0.212
C 1.905 0.444 0.059
S 1.421 -1.322 -0.130
C -0.420 -1.399 0.182
C -1.316 -0.177 -0.219
C -0.338 0.919 -0.558
O -0.105 2.213 0.015
C 0.641 1.100 0.500
H -0.724 -2.335 -0.349
H -0.542 -1.601 1.287
H -1.948 -0.435 -1.075
H -1.952 0.098 0.630
H 0.064 0.895 -1.589
H 0.319 0.771 1.461
```

As for the lowest unoccupied orbital energy: 0.6 eV. The value obtained for the gap between HOMO and LUMO is 10.2 eV. Its SMILES is O=C1SCC[C@H]2O[C@H]12. As for the charge: 0. The calculation puts the HOMO energy at -9.61 eV.



It is A that is the least stable of them.



A | DFT (ωB97M-V with the def2-TZVPD basis set) results for a cluster of 2 separate species, C3H13N2O in total.

Structure (XYZ):
```
19
Properties=species:S:1:pos:R:3
C -0.072 0.695 -1.256
N -0.713 1.090 -2.489
C -0.661 -0.634 -0.853
N -0.005 -1.244 0.299
C -0.795 -0.976 1.529
H 1.083 0.741 -1.412
H -0.245 1.397 -0.401
H -0.168 0.949 -3.303
H -0.934 2.065 -2.357
H -1.746 -0.569 -0.709
H -0.548 -1.374 -1.659
H 0.992 -0.659 0.461
H 0.361 -2.334 0.245
H -0.572 -1.610 2.472
H -0.909 0.122 1.891
H -1.906 -1.247 1.486
H 1.874 0.295 2.847
H 2.683 1.435 2.358
O 1.779 0.919 2.111
```

As for the lowest unoccupied orbital energy: -3.5 eV. The value obtained for the gap between HOMO and LUMO is 9.8 eV. As for the charge: +1. The calculation puts the HOMO energy at -13.29 eV.



B | DFT (ωB97M-V with the def2-TZVPD basis set) results for a cluster of 2 separate species, C3H13N2O in total.

Structure (XYZ):
```
19
Properties=species:S:1:pos:R:3
N -0.240 -1.122 -0.407
C 0.662 0.102 -0.479
C 0.916 0.588 0.916
C -0.076 1.117 -1.415
N -0.821 0.392 -2.441
H -0.682 -1.260 -1.317
H -0.933 -0.944 0.319
H 0.302 -1.935 -0.113
H 1.549 -0.149 -1.027
H -0.015 0.549 1.483
H 1.324 1.600 0.922
H 1.593 -0.031 1.487
H -0.809 1.577 -0.746
H 0.610 1.886 -1.758
H -1.460 1.026 -2.900
H -0.171 0.077 -3.155
H -0.261 -0.476 3.823
H -0.965 -1.855 3.638
O -0.523 -1.144 3.169
```

As for the lowest unoccupied orbital energy: -3.0 eV. The value obtained for the gap between HOMO and LUMO is 11.5 eV. As for the charge: +1. The calculation puts the HOMO energy at -14.44 eV.



It is A that is the least stable of them.